(1)
ORCA calculation (the ωB97M-V functional and the def2-TZVPD basis) on a molecular structure, C23H20Cl2CoN3O7.

The geometry in XYZ format:
```
56
C23H20Cl2CoN3O7 | OMol25 | the ωB97M-V functional and the def2-TZVPD basis
Co 1.938 0.441 -0.409
Cl -0.055 -4.411 -5.618
C 0.118 -3.113 -4.462
C -1.043 -2.511 -3.941
C -0.944 -1.489 -3.043
Cl -2.368 -0.760 -2.382
C 0.327 -0.976 -2.583
O 0.376 -0.021 -1.763
C 1.470 -1.639 -3.127
C 2.793 -1.237 -2.759
O 3.116 -0.385 -1.930
C 1.348 -2.688 -4.063
H -2.017 -2.862 -4.252
H 3.605 -1.766 -3.286
H 2.242 -3.153 -4.458
C -0.381 -2.498 0.531
C 0.979 -2.281 1.088
N 1.805 -1.326 0.721
C 2.918 -1.416 1.511
C 2.780 -2.474 2.357
N 1.544 -3.011 2.074
C 3.629 -3.080 3.402
O 4.796 -2.516 3.594
O 3.231 -4.053 4.013
C 3.988 -0.370 1.415
O 5.015 -0.555 2.104
O 3.736 0.599 0.662
H -0.587 -1.715 -0.194
H -1.133 -2.434 1.318
H -0.467 -3.472 0.047
H 1.165 -3.802 2.571
H 4.916 -1.699 2.976
O 0.826 1.430 1.541
N 0.747 1.858 0.309
C -0.792 3.824 2.082
C -1.210 3.415 0.662
C -1.549 4.694 -0.111
C -0.097 2.724 -0.109
C -2.397 2.448 0.713
C -3.608 2.702 0.077
C -4.648 1.780 0.116
C -4.496 0.584 0.795
C -3.291 0.319 1.434
C -2.255 1.236 1.396
H 0.031 4.539 2.033
H -0.451 2.969 2.657
H -1.637 4.299 2.587
H -0.676 5.347 -0.123
H -2.371 5.234 0.363
H -1.823 4.485 -1.146
H -0.053 2.900 -1.179
H -3.755 3.623 -0.468
H -5.578 2.002 -0.393
H -5.303 -0.137 0.822
H -3.155 -0.616 1.964
H -1.302 1.014 1.861
```

* highest occupied orbital energy (alpha / beta): -5.146 / -5.186 eV
* total energy: -105654.8204 eV
* <S²>: 3.76
* ΔE to the lowest compared entry with this formula, charge and spin: 0.183 eV
* net charge: -1
* multiplicity: 4

Mulliken atomic charge list, values in e, 4 entries:
1. Co 0.414
2. Cl -0.262
3. C 0.293
4. C -0.748

(2)
ORCA calculation (the ωB97M-V functional and the def2-TZVPD basis) on 2 unconnected molecules or ions with the total composition C23H20Cl2NO.

The geometry in XYZ format:
```
47
C23H20Cl2NO | OMol25 | the ωB97M-V functional and the def2-TZVPD basis
Cl -6.561 1.064 2.763
C -5.013 0.349 2.870
C -4.897 -1.058 2.925
C -3.635 -1.634 3.063
C -2.479 -0.830 3.186
C -1.215 -1.420 3.554
C 0.004 -0.774 3.247
C 1.207 -1.444 3.096
C 2.478 -0.800 2.903
C 3.651 -1.599 2.863
C 4.912 -1.019 2.771
C 5.023 0.385 2.694
Cl 6.575 1.110 2.628
C 3.874 1.201 2.729
C 2.613 0.615 2.823
C -2.603 0.566 2.993
C -3.860 1.154 2.833
H -5.793 -1.683 2.899
H -3.530 -2.726 3.042
H -1.181 -2.502 3.653
H 0.001 0.313 3.114
H 1.206 -2.543 3.116
H 3.543 -2.688 2.883
H 5.813 -1.635 2.732
H 3.980 2.286 2.657
H 1.723 1.247 2.810
H -1.717 1.205 2.978
H -3.960 2.232 2.711
C 0.964 -2.048 6.326
C -0.229 -2.808 5.794
C -1.504 -2.097 5.660
N -2.673 -2.833 5.939
C -2.824 -4.093 5.396
C -4.051 -4.719 5.345
C -5.188 -4.073 5.832
C -5.016 -2.836 6.467
C -3.773 -2.247 6.542
O -0.066 -3.965 5.356
H 0.870 -0.971 6.200
H 1.039 -2.270 7.391
H 1.882 -2.381 5.832
H -1.549 -1.047 5.951
H -1.935 -4.586 5.030
H -4.118 -5.720 4.917
H -6.184 -4.504 5.748
H -5.851 -2.303 6.932
H -3.553 -1.306 7.044
```

* highest occupied orbital energy: -10.787 eV
* total energy: -52749.6360 eV
* ΔE to the lowest compared entry with this formula, charge and spin: 0.766 eV
* net charge: +1

Mulliken atomic charge list, values in e, 4 entries:
1. Cl -0.178
2. C 0.242
3. C -0.769
4. C -0.194

(3)
ORCA calculation (the ωB97M-V functional and the def2-TZVPD basis) on a molecular structure, C23H20ClIN2O5W.

The geometry in XYZ format:
```
53
C23H20ClIN2O5W | OMol25 | the ωB97M-V functional and the def2-TZVPD basis
W -0.786 0.560 -0.047
C -5.246 -0.302 -0.054
C -4.624 0.062 1.253
N -5.424 0.337 2.264
C -4.931 0.644 3.451
C -3.576 0.724 3.731
C -3.094 1.104 5.109
O -2.069 2.077 5.073
C -2.656 0.480 2.671
C -1.256 0.526 2.901
N -0.296 0.509 1.940
C 1.048 0.656 2.379
C 1.415 1.287 3.580
C 2.732 1.307 4.006
C 3.745 0.765 3.232
C 3.435 0.199 2.002
C 2.112 0.137 1.641
I 1.585 -0.898 -0.304
C -3.229 0.127 1.413
O -2.362 -0.156 0.409
H -6.323 -0.193 0.027
H -5.020 -1.336 -0.308
H -4.878 0.337 -0.856
H -5.669 0.833 4.220
H -2.673 0.206 5.580
H -3.944 1.419 5.720
H -2.439 2.943 5.269
H -0.937 0.567 3.933
H 0.660 1.780 4.179
H 2.976 1.762 4.956
H 4.768 0.769 3.572
H 4.196 -0.208 1.355
C -1.679 -2.247 -1.633
C -1.211 -1.603 -2.915
C -0.683 -2.417 -3.906
C -0.416 -1.931 -5.184
Cl 0.136 -2.988 -6.403
C -0.659 -0.591 -5.464
C -1.142 0.246 -4.477
C -1.420 -0.242 -3.206
O -2.003 0.540 -2.167
C -1.985 1.988 -2.258
C -0.992 2.361 -1.162
O 0.156 1.640 -1.251
O -1.428 2.379 0.102
H -1.390 -3.298 -1.626
H -2.772 -2.210 -1.582
H -1.268 -1.780 -0.697
H -0.507 -3.460 -3.694
H -0.479 -0.200 -6.451
H -1.331 1.269 -4.754
H -2.997 2.353 -2.040
H -1.640 2.328 -3.236
```

* highest occupied orbital energy: -13.968 eV
* total energy: -59824.0322 eV
* ΔE to the lowest compared entry with this formula, charge and spin: 0.000 eV
* net charge: +2

Mulliken atomic charge list, values in e, 4 entries:
1. W 0.831
2. C -0.994
3. C 0.299
4. N -0.510

(4)
ORCA calculation (the ωB97M-V functional and the def2-TZVPD basis) on 3 unconnected molecules or ions with the total composition C23H20F15O2S.

The geometry in XYZ format:
```
61
C23H20F15O2S | OMol25 | the ωB97M-V functional and the def2-TZVPD basis
O 0.762 4.817 -0.254
C 1.355 3.966 0.249
O 1.357 3.808 1.618
C 2.182 2.948 -0.550
C 1.522 1.555 -0.299
S 2.732 0.174 -0.300
C 1.918 -1.121 0.730
C 0.657 -1.618 -0.035
C -0.520 -1.940 0.894
F -0.390 -3.240 1.233
F -0.519 -1.248 2.040
C -1.939 -1.792 0.246
F -2.289 -2.902 -0.394
F -2.815 -1.699 1.262
C -2.133 -0.473 -0.606
F -1.707 -0.721 -1.865
F -1.416 0.522 -0.057
C -3.603 0.010 -0.716
F -4.032 0.588 0.389
F -4.365 -1.069 -0.929
C -3.890 0.988 -1.906
F -3.900 0.388 -3.085
F -5.131 1.438 -1.709
C -2.984 2.253 -1.978
F -1.792 2.011 -2.500
F -3.577 3.134 -2.752
F -2.840 2.829 -0.802
H 0.554 3.327 1.875
H 3.216 2.893 -0.175
H 2.189 3.218 -1.609
H 1.034 1.556 0.684
H 0.798 1.345 -1.094
H 3.839 0.622 0.361
H 2.612 -1.940 0.949
H 1.693 -0.635 1.690
H 0.434 -0.890 -0.823
H 0.940 -2.550 -0.541
F 1.081 -4.439 -3.891
C -0.252 -4.466 -4.100
C -1.039 -3.487 -3.528
C -2.411 -3.506 -3.749
C -2.973 -4.514 -4.521
C -2.166 -5.497 -5.079
C -0.794 -5.470 -4.875
H -0.586 -2.712 -2.924
H -3.037 -2.734 -3.320
H -4.042 -4.532 -4.689
H -2.606 -6.284 -5.678
H -0.148 -6.221 -5.311
F 1.818 1.052 3.686
C 2.538 1.918 4.449
C 1.896 2.979 5.057
C 2.633 3.859 5.837
C 4.000 3.675 5.990
C 4.631 2.607 5.369
C 3.896 1.718 4.597
H 0.830 3.113 4.921
H 2.139 4.690 6.324
H 4.573 4.365 6.595
H 5.698 2.464 5.485
H 4.371 0.873 4.113
```

* highest occupied orbital energy: -11.325 eV
* total energy: -79860.1845 eV
* ΔE to the lowest compared entry with this formula, charge and spin: 0.788 eV
* net charge: +1

Mulliken atomic charge list, values in e, 4 entries:
1. O -0.427
2. C 0.184
3. O -0.374
4. C -0.136

(5)
ORCA calculation (the ωB97M-V functional and the def2-TZVPD basis) on a molecular structure, C23H20F5N5OsS.

The geometry in XYZ format:
```
55
C23H20F5N5OsS | OMol25 | the ωB97M-V functional and the def2-TZVPD basis
Os 0.048 0.350 0.031
N -1.786 -2.024 3.233
C -1.345 -1.401 2.114
S -0.355 0.004 2.338
N -1.707 -1.926 0.973
N -1.216 -1.262 -0.111
C -1.492 -1.769 -1.285
C -2.330 -2.970 -1.499
C -1.977 -4.210 -0.971
C -2.772 -5.321 -1.206
C -3.931 -5.205 -1.963
C -4.294 -3.971 -2.483
C -3.496 -2.859 -2.253
C -0.897 -1.038 -2.380
C -1.006 -1.398 -3.726
C -0.365 -0.650 -4.686
C 0.383 0.460 -4.300
C 0.469 0.762 -2.964
N -0.139 0.024 -2.021
H -1.740 -1.527 4.104
H -2.523 -2.698 3.112
H -1.082 -4.297 -0.372
H -2.488 -6.280 -0.794
H -4.553 -6.073 -2.141
H -5.202 -3.870 -3.063
H -3.790 -1.891 -2.641
H -1.591 -2.266 -3.993
H -0.441 -0.924 -5.730
H 0.900 1.077 -5.021
H 1.040 1.607 -2.605
C 4.115 -0.527 0.158
C 4.089 0.972 0.089
C 5.260 1.712 0.080
C 5.217 3.099 0.018
C 4.003 3.770 -0.033
C 2.804 3.071 -0.024
C 1.488 3.786 -0.054
C 2.859 1.663 0.036
N 1.703 0.932 0.068
H 5.141 -0.888 0.221
H 3.642 -0.969 -0.720
H 3.559 -0.887 1.025
H 6.214 1.201 0.124
H 6.141 3.664 0.013
H 3.984 4.852 -0.074
H 1.638 4.865 -0.025
H 0.862 3.493 0.790
H 0.913 3.542 -0.949
F -1.347 2.476 -1.286
C -1.515 1.722 -0.125
F -1.452 2.646 0.896
C -3.002 1.321 -0.184
F -3.349 0.573 0.868
F -3.246 0.607 -1.301
F -3.812 2.386 -0.208
```

* highest occupied orbital energy: -7.075 eV
* total energy: -58517.0732 eV
* ΔE to the lowest compared entry with this formula, charge and spin: 0.000 eV
* net charge: 0

Mulliken atomic charge list, values in e, 4 entries:
1. Os 0.839
2. N -0.458
3. C 0.652
4. S -0.630

(6)
ORCA calculation (the ωB97M-V functional and the def2-TZVPD basis) on a molecular structure, C23H20FeN2O4P.

The geometry in XYZ format:
```
51
C23H20FeN2O4P | OMol25 | the ωB97M-V functional and the def2-TZVPD basis
Fe 0.000 -1.269 1.712
N -1.846 -0.315 2.571
C -1.351 0.935 3.145
C -0.123 0.549 3.979
O 0.024 0.914 5.138
N 0.687 -0.270 3.289
C 1.515 -1.191 4.077
C 0.644 -2.557 4.164
O 0.946 -3.352 5.037
O -0.274 -2.602 3.244
H -2.699 -0.143 2.046
H -2.069 -0.983 3.308
H -2.082 1.455 3.773
H -1.050 1.596 2.328
H 1.718 -0.915 5.108
H 2.392 -1.559 3.539
O 1.745 -2.570 1.091
C 1.674 -1.462 0.657
C 2.403 -0.778 -0.435
C 3.727 -0.956 -0.811
C 4.281 -0.092 -1.739
C 3.515 0.925 -2.298
C 2.184 1.104 -1.939
C 1.619 0.263 -0.994
P -0.103 0.301 -0.380
C -0.817 1.845 -1.051
C -1.814 1.882 -2.023
C -2.304 3.095 -2.471
C -1.807 4.282 -1.957
C -0.822 4.253 -0.979
C -0.338 3.044 -0.525
C -0.897 -0.999 -1.400
C -0.486 -1.285 -2.700
C -1.062 -2.324 -3.404
C -2.053 -3.097 -2.821
C -2.471 -2.826 -1.530
C -1.897 -1.783 -0.827
H 4.312 -1.747 -0.365
H 5.311 -0.212 -2.036
H 3.963 1.591 -3.022
H 1.599 1.896 -2.382
H -2.208 0.963 -2.434
H -3.076 3.114 -3.227
H -2.187 5.228 -2.314
H -0.438 5.175 -0.568
H 0.428 3.028 0.242
H 0.301 -0.699 -3.157
H -0.730 -2.539 -4.409
H -2.493 -3.915 -3.372
H -3.240 -3.427 -1.067
H -2.248 -1.572 0.186
```

* highest occupied orbital energy (alpha / beta): -7.692 / -7.733 eV
* total energy: -79020.6996 eV
* <S²>: 8.78
* ΔE to the lowest compared entry with this formula, charge and spin: 0.000 eV
* net charge: 0
* multiplicity: 6

Mulliken atomic charge list, values in e, 4 entries:
1. Fe -0.124
2. N -0.414
3. C -0.234
4. C 0.498

(7)
ORCA calculation (the ωB97M-V functional and the def2-TZVPD basis) on 2 unconnected molecules or ions with the total composition C23H20N4O4.

The geometry in XYZ format:
```
51
C23H20N4O4 | OMol25 | the ωB97M-V functional and the def2-TZVPD basis
C -3.044 -4.459 -5.443
O -2.251 -3.250 -5.494
C -1.479 -2.944 -4.419
C -0.743 -1.736 -4.489
C -0.011 -1.314 -3.401
C 0.010 -2.059 -2.193
C 0.713 -1.581 -1.030
O 0.705 -2.471 0.001
C 1.471 -2.234 1.124
C 2.206 -1.036 1.258
C 2.962 -0.884 2.452
C 3.047 -1.926 3.363
C 2.343 -3.125 3.158
C 1.536 -3.281 2.038
C 2.161 -0.116 0.193
C 1.347 -0.350 -0.898
C -0.652 -3.308 -2.174
C -1.398 -3.744 -3.253
H -3.559 -4.469 -6.403
H -2.403 -5.346 -5.340
H -3.770 -4.424 -4.617
H -0.795 -1.160 -5.410
H 0.577 -0.400 -3.458
H 3.472 0.069 2.607
H 3.676 -1.820 4.248
H 2.425 -3.939 3.875
H 0.987 -4.198 1.837
H 2.860 0.709 0.187
H 1.183 0.404 -1.662
H -0.589 -3.958 -1.305
H -1.930 -4.696 -3.195
C -3.052 2.181 2.246
N -1.745 2.746 2.000
C -1.648 4.105 2.331
O -2.598 4.734 2.789
N -0.399 4.739 2.113
C -0.252 6.149 2.446
C 0.635 4.027 1.617
C 0.543 2.641 1.302
C -0.698 1.923 1.507
O -0.858 0.726 1.286
N 1.752 2.243 0.852
C 2.544 3.363 0.896
N 1.892 4.479 1.360
H -3.035 1.137 1.951
H -3.298 2.280 3.308
H -3.799 2.736 1.671
H 0.776 6.408 2.192
H -0.963 6.738 1.861
H -0.442 6.294 3.514
H 3.591 3.395 0.602
```

* highest occupied orbital energy: -6.517 eV
* total energy: -38325.0572 eV
* ΔE to the lowest compared entry with this formula, charge and spin: 2.747 eV
* net charge: 0

Mulliken atomic charge list, values in e, 4 entries:
1. C -0.796
2. O -0.434
3. C 0.955
4. C -0.835

(8)
ORCA calculation (the ωB97M-V functional and the def2-TZVPD basis) on a molecular structure, C23H21AsN2NaS.

The geometry in XYZ format:
```
49
C23H21AsN2NaS | OMol25 | the ωB97M-V functional and the def2-TZVPD basis
Na 0.615 0.837 -0.459
S -1.445 -3.201 0.397
C -2.641 -2.092 0.971
C -3.967 -2.315 1.330
C -4.724 -1.238 1.750
C -4.170 0.046 1.810
C -2.854 0.268 1.456
C -2.078 -0.813 1.035
N -0.751 -0.729 0.655
C -0.282 -1.884 0.286
C 1.096 -2.146 -0.199
C 1.390 -3.453 -0.613
C 2.652 -3.762 -1.081
C 3.611 -2.754 -1.125
C 3.291 -1.470 -0.705
C 2.028 -1.084 -0.219
H -4.399 -3.306 1.279
H -5.758 -1.389 2.030
H -4.786 0.877 2.132
H -2.418 1.258 1.488
H 0.646 -4.243 -0.577
H 2.884 -4.768 -1.409
H 4.607 -2.975 -1.499
H 4.083 -0.725 -0.764
N -2.591 2.304 -7.387
C -2.111 2.205 -6.344
C -1.514 2.083 -5.044
C -2.041 1.192 -4.109
C -1.448 1.093 -2.857
C -0.326 1.842 -2.447
C 0.155 2.722 -3.437
C -0.404 2.854 -4.701
H -2.903 0.588 -4.372
H -1.904 0.379 -2.169
H 1.018 3.350 -3.225
H 0.008 3.546 -5.427
C 2.191 0.719 4.916
As 1.756 0.342 3.024
C 3.423 1.081 2.293
C 0.673 1.974 2.794
H 2.555 1.740 5.046
H 2.956 0.019 5.255
H 1.300 0.573 5.526
H 3.735 1.963 2.854
H 3.270 1.331 1.244
H 4.196 0.315 2.335
H 1.179 2.833 3.238
H -0.292 1.826 3.279
H 0.488 2.192 1.742
```

* highest occupied orbital energy: -4.343 eV
* total energy: -103262.2005 eV
* ΔE to the lowest compared entry with this formula, charge and spin: 0.000 eV
* net charge: -1

Mulliken atomic charge list, values in e, 4 entries:
1. Na 0.473
2. S -0.455
3. C 1.103
4. C -0.710